DFT (the ωB97M-V functional and the def2-TZVPD basis) results for a molecular structure, H5N4OP in a non-equilibrium geometry.

Summary:
- Molecular weight: 108.04 g/mol
- ΔE to the lowest compared entry with this formula, charge and spin: 69.6 kcal per mole
- Orbital gap (spin up / spin down): 7.986 / 7.985 eV

Each line ends with the Mulliken charge.
Positions of all 11 atoms, in Å:
N -1.705 0.628 0.196  0.1581
N -1.172 1.588 -0.093  -0.3944
N 1.747 0.405 0.026  -0.5576
N 0.919 -0.316 -0.831  -0.0888
O -0.029 -1.509 1.082  -0.5728
P -0.171 -1.531 -0.372  0.1538
H -1.452 -0.611 -0.299  0.2406
H 1.578 -0.029 0.887  0.3033
H 1.371 1.319 0.179  0.2424
H 1.158 -0.318 -1.776  0.2371
H -2.243 0.374 1.001  0.2783